# 1
{
  "formula": "C2H3F4OP",
  "method": "ωB97M-V with the def2-TZVPD basis set",
  "e_tot_ev": -24326.696,
  "homo_lumo_gap_ev": [7.733, 8.225],
  "multiplicity": 1,
  "lumo_energy_ev": [-0.50, 0.22],
  "largest_force_ev_per_a": 4.826,
  "total_charge": 0,
  "relative_energy_kj_mol": 63.3,
  "species": ["P", "F", "F", "F", "F", "O", "C", "C", "H", "H", "H"],
  "xyz": [[1.520, -0.135, -0.170], [2.841, 0.870, -0.491], [-1.677, -1.599, -2.651], [-3.081, -1.876, -1.041], [-1.838, -0.029, -1.148], [0.964, 0.673, 1.079], [1.263, 1.636, 1.903], [-1.906, -1.411, -1.385], [0.724, 1.474, 2.708], [2.194, 2.179, 1.952], [-1.006, -1.781, -0.755]],
  "atomic_forces_ev_per_a": [[1.7, 1.4, -0.6], [-1.2, -1.2, 0.2], [-0.2, -0.3, -1.2], [-0.3, -0.1, 0.1], [-0.8, -1.3, -0.3], [0.0, -1.0, -1.0], [1.9, 0.8, -2.0], [3.1, 1.8, 2.3], [-2.5, 0.2, 4.1], [0.2, -0.2, -0.7], [-1.9, -0.1, -0.9]]
}

***

# 2
{
  "formula": "C27H34IN5O3PdSSe2",
  "method": "ωB97M-V with the def2-TZVPD basis set",
  "e_tot_ev": -195250.444,
  "homo_lumo_gap_ev": 6.671,
  "multiplicity": 1,
  "lumo_energy_ev": 0.01,
  "largest_force_ev_per_a": 0.782,
  "total_charge": 0,
  "relative_energy_kj_mol": 45.7,
  "species": ["I", "Pd", "Se", "Se", "S", "O", "O", "O", "N", "N", "N", "N", "N", "C", "C", "C", "C", "C", "C", "C", "C", "C", "C", "C", "C", "C", "C", "C", "C", "C", "C", "C", "C", "C", "C", "C", "C", "C", "C", "C", "H", "H", "H", "H", "H", "H", "H", "H", "H", "H", "H", "H", "H", "H", "H", "H", "H", "H", "H", "H", "H", "H", "H", "H", "H", "H", "H", "H", "H", "H", "H", "H", "H", "H"],
  "xyz": [[-3.886, -1.089, -1.707], [-1.060, -1.597, 0.110], [-0.811, -3.896, 0.629], [-1.036, -1.064, 2.444], [-0.925, 1.982, -0.855], [-1.369, 0.629, -0.404], [-4.456, -5.144, 3.576], [-5.078, -3.131, 1.888], [3.652, -0.715, -1.093], [2.091, -0.732, 0.320], [3.360, -0.815, 0.215], [1.507, -0.578, -0.899], [-1.194, -2.140, -2.115], [-3.681, 3.437, 1.690], [-3.785, 4.766, 1.305], [0.837, 1.888, 1.258], [5.865, 1.321, -0.438], [-2.802, 2.584, 1.035], [2.015, 2.242, 1.896], [-2.423, -4.393, 1.639], [0.153, -2.047, -4.078], [-2.035, 3.094, 0.000], [-2.128, 4.419, -0.399], [-2.097, -1.380, -2.724], [2.502, -0.575, -1.750], [0.568, 2.427, 0.011], [-3.872, -2.431, 2.236], [2.894, 3.134, 1.296], [-1.621, -2.699, 3.343], [-3.008, 5.259, 0.264], [1.438, 3.314, -0.606], [-0.096, -2.479, -2.788], [-0.777, -1.218, -4.686], [-3.449, -4.218, 3.935], [2.607, 3.677, 0.050], [5.028, -0.765, -1.569], [-1.934, -0.877, -4.007], [5.640, 0.622, -1.776], [-2.841, -3.425, 2.763], [4.798, 1.493, -2.705], [-4.287, 3.057, 2.502], [4.554, 0.979, -3.639], [-4.480, 5.421, 1.814], [5.342, 2.402, -2.962], [-2.195, -5.376, 2.052], [-0.765, -3.369, 3.289], [-2.696, -0.257, -4.455], [-3.820, -3.501, 4.681], [0.582, -3.139, -2.260], [-5.602, -2.573, 1.310], [0.146, 1.193, 1.717], [-2.658, -4.807, 4.406], [-5.082, -4.671, 3.012], [-0.621, -0.866, -5.698], [-3.473, -1.911, 1.363], [4.920, 1.447, 0.095], [5.586, -1.318, -0.815], [-3.093, 6.295, -0.034], [6.538, 0.749, 0.202], [-1.520, 4.792, -1.215], [-4.083, -1.683, 3.009], [1.048, -2.366, -4.595], [6.300, 2.310, -0.589], [-1.786, -2.439, 4.391], [5.035, -1.340, -2.495], [3.295, 4.369, -0.416], [2.246, 1.809, 2.860], [6.609, 0.444, -2.253], [1.204, 3.720, -1.584], [-2.702, 1.541, 1.315], [3.866, 1.794, -2.221], [3.813, 3.406, 1.800], [2.423, -0.480, -2.820], [-3.240, -4.514, 0.932]],
  "atomic_forces_ev_per_a": [[-0.3, 0.1, 0.0], [0.0, -0.4, 0.1], [0.0, 0.0, 0.0], [-0.1, -0.1, -0.3], [-0.1, -0.1, -0.2], [0.1, -0.1, 0.0], [0.0, 0.0, 0.0], [0.0, 0.0, 0.0], [0.2, -0.1, 0.1], [-0.1, 0.0, -0.1], [0.0, 0.0, 0.0], [0.4, 0.0, 0.2], [-0.1, 0.8, 0.2], [0.0, 0.0, 0.0], [0.0, 0.0, 0.0], [0.0, 0.1, 0.0], [0.0, 0.0, 0.0], [0.0, 0.1, 0.0], [0.0, 0.0, 0.0], [-0.1, 0.2, -0.1], [-0.1, -0.1, 0.0], [-0.1, 0.0, 0.1], [0.0, 0.0, 0.0], [0.1, -0.3, -0.1], [-0.2, 0.1, -0.3], [0.1, 0.0, 0.1], [0.0, 0.1, 0.1], [0.0, 0.0, 0.0], [0.1, 0.0, 0.0], [0.0, 0.0, 0.0], [0.0, 0.0, 0.0], [0.0, -0.2, 0.1], [0.0, 0.0, -0.1], [0.0, -0.1, 0.0], [0.0, 0.0, 0.0], [0.0, 0.0, -0.1], [0.0, -0.1, 0.1], [0.0, 0.1, 0.1], [0.0, 0.0, -0.1], [0.0, 0.0, 0.0], [0.0, 0.0, 0.0], [0.0, 0.0, 0.0], [0.0, 0.0, 0.0], [0.0, 0.0, 0.0], [0.0, 0.0, 0.0], [-0.1, -0.1, 0.2], [0.0, 0.0, 0.0], [0.0, 0.0, 0.0], [0.0, 0.1, 0.0], [0.0, 0.0, 0.0], [0.0, 0.0, 0.0], [0.0, 0.0, 0.0], [0.0, 0.0, 0.0], [0.0, 0.0, 0.0], [0.0, 0.0, 0.0], [0.0, 0.0, 0.0], [0.0, 0.0, 0.0], [0.0, 0.0, 0.0], [0.0, 0.0, 0.0], [0.0, 0.0, 0.0], [0.0, 0.0, 0.0], [0.0, 0.0, 0.0], [0.0, 0.0, 0.0], [-0.1, 0.2, -0.1], [0.0, 0.0, 0.0], [0.0, 0.0, 0.0], [0.0, 0.0, 0.0], [0.0, 0.0, 0.0], [0.0, 0.0, 0.0], [0.0, 0.0, 0.0], [0.0, 0.0, 0.0], [0.0, 0.0, 0.0], [0.0, 0.0, 0.0], [0.0, -0.1, 0.0]]
}

***

# 3
{
  "formula": "Br2O3PS",
  "method": "ωB97M-V with the def2-TZVPD basis set",
  "e_tot_ev": -166352.642,
  "homo_lumo_gap_ev": [4.710, 8.038],
  "multiplicity": 1,
  "lumo_energy_ev": [1.36, 2.74],
  "largest_force_ev_per_a": 3.804,
  "total_charge": -1,
  "relative_energy_kj_mol": 261.1,
  "species": ["Br", "Br", "S", "P", "O", "O", "O"],
  "xyz": [[-3.049, -1.635, 0.189], [-3.150, 1.772, 0.031], [1.805, 0.010, 0.172], [-1.908, 0.033, -0.686], [2.543, -0.128, 1.481], [1.861, -1.242, -0.555], [1.898, 1.191, -0.631]],
  "atomic_forces_ev_per_a": [[-0.1, -0.3, 0.1], [0.1, -0.1, -0.1], [-0.1, -2.2, 3.1], [0.4, 0.4, 0.0], [-0.8, 1.2, -1.7], [-0.1, -0.7, -0.9], [0.6, 1.7, -0.6]]
}

***

# 4
{
  "formula": "C30H50N7O3PPt",
  "method": "ωB97M-V with the def2-TZVPD basis set",
  "e_tot_ev": -61030.351,
  "homo_lumo_gap_ev": 7.782,
  "multiplicity": 1,
  "lumo_energy_ev": 0.39,
  "largest_force_ev_per_a": 2.721,
  "total_charge": 0,
  "relative_energy_kj_mol": 125.6,
  "species": ["Pt", "P", "O", "O", "O", "N", "N", "N", "N", "N", "N", "N", "C", "C", "C", "C", "C", "C", "C", "C", "C", "C", "C", "C", "C", "C", "C", "C", "C", "C", "C", "C", "C", "C", "C", "C", "C", "C", "C", "C", "C", "C", "H", "H", "H", "H", "H", "H", "H", "H", "H", "H", "H", "H", "H", "H", "H", "H", "H", "H", "H", "H", "H", "H", "H", "H", "H", "H", "H", "H", "H", "H", "H", "H", "H", "H", "H", "H", "H", "H", "H", "H", "H", "H", "H", "H", "H", "H", "H", "H", "H", "H"],
  "xyz": [[-1.204, 0.699, 0.179], [0.863, -0.288, 0.248], [-1.381, -2.249, -1.086], [-1.214, 0.755, 2.185], [-1.804, 2.033, -2.609], [-1.644, -0.086, -1.761], [-1.201, 1.513, 3.193], [-0.651, 4.318, 5.103], [-0.382, 3.066, 0.602], [-2.872, -1.226, 1.074], [-2.953, 1.994, -0.114], [-2.417, 0.331, -3.960], [-5.308, 1.265, 0.502], [2.657, 1.908, 0.287], [2.365, -2.558, 1.185], [-0.529, 3.182, 1.743], [-1.731, -1.450, -1.953], [2.224, 0.648, 1.065], [-2.763, 1.269, -5.021], [0.942, -1.974, 0.999], [2.844, -1.191, -1.674], [3.336, -1.034, -3.125], [1.998, 0.997, 2.535], [4.234, 2.164, 2.229], [2.787, -2.609, 2.651], [0.138, -2.120, 2.300], [1.364, 0.693, -2.382], [-2.553, -1.010, -4.175], [1.456, -0.549, -1.485], [1.317, 0.254, -3.854], [-2.231, -1.909, -3.239], [-0.871, 2.782, 3.052], [-4.287, -1.079, 0.757], [1.866, -3.526, 3.467], [-4.822, 0.177, 1.454], [3.391, 2.905, 1.195], [-0.761, 3.618, 4.197], [-4.325, 1.687, -0.585], [0.427, -3.479, 2.929], [2.157, -1.012, -4.093], [3.331, 1.372, 3.193], [-1.940, 0.818, -2.744], [-4.241, 0.926, -1.361], [4.029, -1.842, -3.363], [3.115, -2.009, 0.614], [1.791, 2.393, -0.167], [1.520, 0.190, 3.091], [2.374, -3.574, 0.780], [3.581, -0.746, -0.998], [-3.836, 1.246, -5.215], [-5.635, -0.083, 2.135], [1.320, 1.841, 2.592], [1.548, -1.907, -3.935], [0.509, 1.315, -2.136], [-4.722, 2.584, -1.068], [-2.759, -1.267, 2.081], [-2.318, -2.971, -3.405], [2.250, 1.315, -2.223], [-2.924, -1.287, -5.154], [-0.286, -3.687, 3.729], [2.775, -1.595, 3.068], [-5.589, 2.149, 1.083], [3.124, 1.963, 4.087], [-2.226, 1.011, -5.934], [-4.877, -1.959, 1.040], [4.015, 3.556, 0.581], [3.822, -2.953, 2.720], [0.713, -1.274, -1.838], [4.866, 2.857, 2.787], [2.240, -4.552, 3.439], [4.913, 1.485, 1.704], [2.674, 3.556, 1.702], [2.500, -1.051, -5.128], [-4.374, -0.991, -0.330], [-2.493, 2.481, -0.886], [0.283, 0.073, -4.165], [0.277, -4.255, 2.171], [-0.918, -2.020, 2.084], [-2.470, -2.045, 0.639], [-2.474, 2.263, -4.701], [0.418, -2.566, 0.244], [3.324, 1.611, -0.528], [2.787, -2.253, -1.433], [3.849, 0.469, 3.528], [-6.219, 0.932, -0.004], [3.899, -0.102, -3.233], [-2.991, 2.642, 0.669], [1.692, 1.070, -4.477], [-4.018, 0.582, 2.076], [0.367, -1.334, 3.020], [1.880, -3.219, 4.515], [3.057, -0.068, 1.039]],
  "atomic_forces_ev_per_a": [[0.1, -1.8, -2.0], [0.0, 0.2, -0.2], [0.0, -0.1, -0.1], [-0.2, -0.7, 1.4], [0.0, -0.1, 0.1], [0.2, 0.8, 0.5], [0.1, 0.6, 0.4], [0.0, 0.0, 0.0], [0.4, 1.1, -0.2], [-0.7, -0.3, 0.2], [-0.1, 0.2, 0.2], [0.0, -0.1, 0.0], [0.1, 0.1, 0.0], [0.0, 0.0, 0.0], [0.2, 0.0, 0.0], [0.0, 0.5, -0.2], [0.0, -0.1, 0.0], [0.1, -0.2, 0.0], [0.0, 0.0, 0.0], [0.0, 0.0, 0.0], [0.0, 0.0, -0.1], [0.0, 0.0, 0.0], [0.0, 0.0, 0.1], [0.0, 0.0, 0.0], [0.0, 0.0, 0.1], [-0.1, 0.0, 0.0], [0.1, 0.0, -0.1], [0.0, 0.0, 0.0], [-0.1, 0.0, 0.0], [0.0, 0.0, 0.0], [0.0, 0.1, 0.0], [0.0, -0.2, 0.0], [0.0, -0.1, 0.1], [0.0, 0.0, 0.0], [0.0, 0.0, -0.1], [0.0, 0.0, 0.0], [-0.1, 0.1, 0.1], [0.1, 0.0, 0.0], [0.0, 0.0, 0.0], [0.0, 0.0, 0.0], [0.0, 0.0, 0.0], [0.0, 0.1, -0.2], [0.0, -0.1, 0.1], [0.0, 0.0, 0.0], [-0.1, -0.1, 0.1], [0.0, 0.0, 0.0], [0.0, 0.0, 0.0], [0.0, 0.0, 0.0], [0.0, 0.0, 0.0], [0.0, 0.0, 0.0], [0.0, 0.0, 0.0], [0.0, 0.1, 0.0], [0.0, 0.0, 0.0], [-0.1, 0.1, 0.0], [0.0, -0.1, -0.1], [0.1, 0.0, 0.0], [0.0, 0.0, 0.0], [-0.1, -0.1, -0.1], [0.0, 0.0, 0.0], [0.0, 0.0, 0.0], [0.0, -0.1, -0.1], [0.0, 0.0, 0.0], [0.0, 0.0, 0.0], [0.0, 0.0, 0.0], [-0.1, 0.0, 0.0], [0.0, 0.0, 0.0], [0.0, 0.0, 0.0], [0.1, 0.1, 0.0], [0.0, 0.0, 0.0], [0.0, 0.0, 0.0], [0.0, 0.0, 0.0], [0.0, 0.0, 0.0], [0.0, 0.0, 0.0], [0.0, 0.0, 0.0], [0.1, 0.1, 0.1], [0.0, 0.0, 0.0], [0.0, 0.0, 0.0], [0.0, 0.0, -0.1], [0.1, 0.0, 0.0], [0.0, 0.0, 0.0], [0.0, 0.0, 0.0], [0.0, 0.0, 0.1], [0.0, 0.0, 0.0], [0.0, 0.0, 0.0], [0.0, 0.0, 0.0], [0.0, 0.0, 0.0], [-0.1, 0.0, 0.0], [0.0, 0.0, 0.0], [0.0, 0.0, 0.0], [0.0, 0.0, 0.0], [0.0, 0.0, 0.0], [-0.1, 0.1, 0.0]]
}